<one>
C3H2N2O2 as an isolated structure, computed with ωB97M-V/def2-TZVPD.

Geometry as XYZ:
```
9
Properties=species:S:1:pos:R:3:nbo_charge:R:1
O -1.54 -0.02 -0.61 -0.453
N 0.64 0.78 -0.24 -0.498
O 0.18 -1.37 0.04 -0.281
N 1.56 -1.23 0.23 -0.135
C 1.75 0.04 0.06 0.149
H -3.05 0.92 0.16 0.085
C -2.05 0.58 0.47 0.148
C -0.24 -0.16 -0.25 0.767
H 2.74 0.47 0.13 0.217
```

Properties
HOMO energy, eV: -9.78
Kohn-Sham gap, eV: 9.421

---

<two>
One molecule with the formula C3H2N2O2, computed with ωB97M-V/def2-TZVPD.

Geometry as XYZ:
```
9
Properties=species:S:1:pos:R:3:nbo_charge:R:1
O 0.55 -0.23 0.64 -0.518
O 1.44 -0.28 -1.47 -0.530
H -1.02 -1.64 -0.69 0.366
C 1.57 -0.28 -0.28 0.650
C -1.23 1.28 0.67 0.197
C -0.76 -0.02 0.22 0.447
N -1.52 -0.81 -0.39 -0.524
H 2.52 -0.34 0.26 0.144
N -1.54 2.33 1.04 -0.231
```

Properties
SMILES: [H]/N=C(/C#N)OC=O
HOMO energy, eV: -11.83
Kohn-Sham gap, eV: 11.576

---

Most stable structure: <two>

---

<one>
One molecule with the formula C3H2N2O2, computed with ωB97M-V/def2-TZVPD.

Geometry as XYZ:
```
9
Properties=species:S:1:pos:R:3:nbo_charge:R:1
C -1.06 1.23 0.31 0.192
O 0.54 -0.65 0.28 -0.517
H 2.52 -0.70 0.07 0.141
C 1.67 -0.06 -0.21 0.652
N -1.71 -0.94 -0.11 -0.534
H -1.39 -1.91 -0.17 0.360
O 1.72 0.96 -0.83 -0.519
N -1.55 2.25 0.56 -0.223
C -0.74 -0.17 0.09 0.447
```

Properties
SMILES: [H]/N=C(/C#N)OC=O
HOMO energy, eV: -11.65
Kohn-Sham gap, eV: 11.410

---

<two>
One molecule with the formula C3H2N2O2, computed with ωB97M-V/def2-TZVPD.

Geometry as XYZ:
```
9
Properties=species:S:1:pos:R:3:nbo_charge:R:1
H -0.20 -1.39 1.45 0.239
O 2.03 0.09 -0.22 -0.056
N 1.59 -0.73 0.62 0.001
C -0.30 0.11 -0.49 -0.089
H -0.62 -0.31 -1.38 0.230
N -2.33 1.40 0.29 -0.253
C 0.31 -0.92 0.63 -0.042
O 0.89 0.87 -0.87 -0.264
C -1.38 0.88 -0.03 0.234
```

Properties
SMILES: N#C[C@@H]1C=NOO1
HOMO energy, eV: -10.46
Kohn-Sham gap, eV: 10.849

---

Most stable structure: <one>

---

<one>
One molecule with the formula C3H2N2O2, computed with ωB97M-V/def2-TZVPD.

Geometry as XYZ:
```
9
Properties=species:S:1:pos:R:3:nbo_charge:R:1
N 0.49 2.81 1.81 -0.253
O 0.12 0.18 -0.07 -0.412
C -0.83 0.91 0.50 0.727
C -0.04 1.88 1.36 0.153
N -0.31 -1.20 -0.44 -0.066
C 0.70 -1.69 -0.99 -0.100
H 0.19 -2.42 -1.54 0.220
O -2.06 0.95 0.50 -0.489
H 1.74 -1.43 -1.13 0.219
```

Properties
SMILES: C=NOC(=O)C#N
HOMO energy, eV: -11.55
Kohn-Sham gap, eV: 11.147

---

<two>
C3H2N2O2 as an isolated structure, computed with ωB97M-V/def2-TZVPD.

Geometry as XYZ:
```
9
Properties=species:S:1:pos:R:3:nbo_charge:R:1
H 0.52 -0.87 -0.22 0.433
O -4.35 0.72 0.22 -0.500
N 0.09 0.03 0.03 -0.767
O -2.42 -2.14 -0.16 -0.475
C -3.23 0.41 -0.04 0.603
C -2.26 -1.00 0.18 0.404
C -1.21 0.11 -0.07 0.371
H 0.48 0.92 0.05 0.415
N -2.04 1.06 -0.42 -0.485
```

Properties
HOMO energy, eV: -9.37
Kohn-Sham gap, eV: 9.160

---

<three>
One molecule with the formula C3H2N2O2, computed with ωB97M-V/def2-TZVPD.

Geometry as XYZ:
```
9
Properties=species:S:1:pos:R:3:nbo_charge:R:1
H -2.03 0.95 0.77 0.150
C -1.79 0.17 0.02 0.395
O -2.55 -0.15 -0.86 -0.454
N 1.79 -1.08 0.08 -0.097
H 2.52 0.91 -0.34 0.243
N 0.46 0.73 0.15 -0.515
O 0.22 -1.47 0.08 -0.315
C -0.34 -0.29 0.13 0.445
C 1.72 0.22 -0.02 0.147
```

Properties
SMILES: O=Cc1ncno1
HOMO energy, eV: -11.03
Kohn-Sham gap, eV: 10.631

---

Most stable structure: <two>

---

<one>
A 2-piece molecular cluster, C2H3NOS3 overall, computed with ωB97M-V/def2-TZVPD.

Geometry as XYZ:
```
10
Properties=species:S:1:pos:R:3:nbo_charge:R:1
C 0.61 1.34 1.12 0.879
N 1.52 0.56 1.07 -0.768
H 2.43 0.66 1.37 0.415
S -1.27 -2.71 0.32 -0.136
S -0.06 -1.96 -1.22 0.232
H -2.53 -2.43 0.17 0.131
H -0.25 1.96 -1.32 0.124
C -0.34 -0.28 -0.86 -0.543
S 0.26 0.86 -1.90 0.186
O -0.36 2.00 1.23 -0.519
```

Properties
HOMO energy, eV: -8.62
Kohn-Sham gap, eV: 8.482

---

<two>
A 2-piece molecular cluster, C2H3NOS3 overall, computed with ωB97M-V/def2-TZVPD.

Geometry as XYZ:
```
10
Properties=species:S:1:pos:R:3:nbo_charge:R:1
S 0.30 1.48 2.15 0.210
H 0.56 0.81 3.36 0.130
H -0.62 0.16 -2.83 0.407
S -0.01 -1.48 1.92 0.081
S -0.51 2.68 -1.20 -0.010
H -0.71 -1.43 -0.42 0.504
C -0.48 1.09 -0.94 0.021
O -0.48 -1.20 -1.35 -0.575
C -0.01 0.02 1.42 -0.453
N -0.68 0.12 -1.77 -0.316
```

Properties
HOMO energy (spin up / spin down), eV: -8.11 / -8.08
Kohn-Sham gap (spin up / spin down), eV: 7.110 / 7.048

---

Most stable structure: <one>

---

<one>
One molecule with the formula C5H10O, computed with ωB97M-V/def2-TZVPD.

Geometry as XYZ:
```
16
Properties=species:S:1:pos:R:3:nbo_charge:R:1
H -2.61 -0.37 0.23 0.231
H 1.35 1.90 0.53 0.215
C 1.42 -0.84 0.94 -0.602
H -2.08 0.82 -0.96 0.227
C -2.05 -0.25 -0.70 -0.723
H -2.54 -0.83 -1.49 0.237
H 2.02 -1.16 0.08 0.223
H -0.07 1.96 -0.53 0.208
H 1.39 1.08 -1.04 0.213
H -0.37 0.30 1.34 0.207
H 2.06 -0.28 1.63 0.206
O -0.21 -1.70 -1.12 -0.545
C 0.75 1.32 -0.18 -0.597
H 1.07 -1.75 1.45 0.216
C -0.63 -0.74 -0.51 0.607
C 0.25 0.02 0.48 -0.324
```

Properties
SMILES: CC(=O)C(C)C
HOMO energy, eV: -9.54
Kohn-Sham gap, eV: 10.524

---

<two>
C5H10O as an isolated structure, computed with ωB97M-V/def2-TZVPD.

Geometry as XYZ:
```
16
Properties=species:S:1:pos:R:3:nbo_charge:R:1
C 1.07 0.06 -0.61 -0.201
C -0.99 -1.42 0.22 -0.660
H -1.25 -1.72 1.24 0.223
C -0.27 1.13 0.52 0.077
H 0.24 1.37 1.46 0.164
H 0.03 1.66 -1.56 0.209
H -0.70 -2.30 -0.35 0.225
C -0.01 -0.29 0.12 0.012
H 1.48 -2.29 0.29 0.010
H 1.61 -2.45 -0.42 -0.009
C 0.67 1.51 -0.68 -0.442
H 1.39 2.33 -0.60 0.190
H -1.91 -1.02 -0.23 0.238
H 1.94 -0.44 -1.00 0.209
H -1.68 2.33 1.07 0.473
O -1.62 1.52 0.55 -0.717
```

Properties
HOMO energy, eV: -8.74
Kohn-Sham gap, eV: 9.628

---

Most stable structure: <one>

---

<one>
A 2-piece molecular cluster, C5H10O overall, computed with ωB97M-V/def2-TZVPD.

Geometry as XYZ:
```
16
Properties=species:S:1:pos:R:3:nbo_charge:R:1
H 0.34 -1.72 -0.53 0.196
O 3.51 -0.63 0.22 -0.939
C -0.78 -0.45 0.71 -0.196
H 0.38 -2.19 1.28 0.203
H -2.59 2.05 -0.92 0.221
H -1.15 -0.18 1.81 0.205
H -3.33 0.47 -0.06 0.240
H 2.63 -0.40 0.58 0.473
H 0.92 0.44 -1.29 0.217
H 3.71 -1.47 0.69 0.467
C -0.06 -1.62 0.41 -0.420
H -0.19 1.75 -1.87 0.193
H -2.42 1.77 0.81 0.223
C -2.50 1.18 -0.13 -0.650
C -0.01 0.98 -1.10 -0.397
C -1.04 0.66 -0.27 -0.036
```

Properties
SMILES: C=CC(=C)C.O
HOMO energy, eV: -9.08
Kohn-Sham gap, eV: 9.785

---

<two>
One molecule with the formula C5H10O, computed with ωB97M-V/def2-TZVPD.

Geometry as XYZ:
```
16
Properties=species:S:1:pos:R:3:nbo_charge:R:1
H -0.44 -1.80 -0.07 0.223
H -0.11 2.07 -0.52 0.218
H 0.28 0.69 -2.09 0.206
C 0.83 0.31 -1.17 -0.185
C 1.88 -0.55 -1.22 -0.414
C -1.06 0.32 0.34 0.105
H -1.21 1.13 2.11 0.455
C 0.19 1.07 -0.03 -0.471
H 0.78 1.27 0.86 0.209
C -0.77 -1.17 0.74 -0.641
H 0.08 -1.18 1.49 0.196
H -1.85 0.43 -0.47 0.185
O -1.81 0.94 1.39 -0.718
H 2.18 -1.11 -2.16 0.206
H 2.66 -0.84 -0.39 0.205
H -1.65 -1.57 1.18 0.221
```

Properties
SMILES: C=CC[C@@H](C)O
HOMO energy, eV: -9.62
Kohn-Sham gap, eV: 10.672

---

<three>
C5H10O as an isolated structure, computed with ωB97M-V/def2-TZVPD.

Geometry as XYZ:
```
16
Properties=species:S:1:pos:R:3:nbo_charge:R:1
H 0.33 -1.45 -1.28 0.162
H -1.43 2.27 -1.36 0.213
H -0.66 -0.24 1.36 0.202
H -1.65 0.52 -1.53 0.203
H 0.27 1.91 0.45 0.204
H 1.63 -0.73 2.13 0.178
H 2.30 -0.27 0.54 0.162
O 1.19 -2.05 0.54 -0.534
C -1.38 1.31 -0.82 -0.605
H -0.81 -2.20 -0.13 0.179
C 0.08 -0.23 0.55 -0.259
C 0.07 -1.56 -0.22 -0.058
C 1.45 -0.74 1.05 -0.052
C 0.00 1.07 -0.22 -0.396
H 0.76 1.07 -1.02 0.198
H -2.15 1.33 -0.04 0.203
```

Properties
HOMO energy, eV: -9.59
Kohn-Sham gap, eV: 10.739

---

Most stable structure: <three>

---

<one>
A 2-piece molecular cluster, C5H10O overall, computed with ωB97M-V/def2-TZVPD.

Geometry as XYZ:
```
16
Properties=species:S:1:pos:R:3:nbo_charge:R:1
H -1.11 -1.91 1.31 0.189
H -1.14 1.90 1.00 -0.745
C 0.42 -0.11 0.18 0.763
C -0.71 -1.10 1.93 -0.297
C -0.63 -0.07 -0.83 -0.665
H -1.29 -0.95 -0.99 0.254
H -0.44 -1.46 2.93 0.213
H 2.48 0.20 -0.75 0.254
H 1.41 1.63 -0.30 0.288
H -1.15 0.87 -0.33 0.343
H 0.16 1.27 -2.39 0.222
C 1.44 0.59 -0.66 -0.520
O 0.54 -0.62 1.34 -0.400
H 0.77 -0.41 -2.55 0.213
C 0.45 0.37 -1.85 -0.380
H -1.35 -0.20 1.94 0.269
```

Properties
HOMO energy, eV: -5.91
Kohn-Sham gap, eV: 5.767

---

<two>
One molecule with the formula C5H10O, computed with ωB97M-V/def2-TZVPD.

Geometry as XYZ:
```
16
Properties=species:S:1:pos:R:3:nbo_charge:R:1
O 1.40 1.01 1.12 -0.543
C -0.39 -0.31 0.24 -0.324
H -0.71 0.04 -1.91 0.208
H -1.23 1.37 -0.86 0.212
H -2.12 -0.47 1.54 0.205
H -2.19 -0.11 -0.97 0.216
H -0.56 -0.48 2.40 0.219
H 2.06 -1.29 -0.85 0.229
C 1.96 -0.20 -0.85 -0.724
H 2.94 0.26 -0.71 0.237
C -1.17 0.28 -0.95 -0.598
H -0.31 -1.40 0.08 0.209
C 1.03 0.24 0.26 0.607
H 1.57 0.08 -1.84 0.229
C -1.11 -0.05 1.56 -0.602
H -1.18 1.03 1.74 0.220
```

Properties
SMILES: CC(=O)C(C)C
HOMO energy, eV: -9.54
Kohn-Sham gap, eV: 10.518

---

Most stable structure: <two>